# 1
Here is an isolated molecule of C4H8N2O5 from the OMol25 dataset. Energies are from ωB97M-V/def2-TZVPD.

Last column: Löwdin charge in e.
Geometry (Å):
C: -0.817 0.369 1.682  -0.307
C: 0.040 -0.673 -2.770  -0.029
C: 2.184 0.346 1.656  -0.039
C: -0.594 0.181 -1.678  -0.162
N: -2.185 -0.376 1.430  -0.285
N: 0.046 0.552 0.687  -0.101
O: -0.660 0.748 2.814  0.151
O: -2.896 -0.522 2.380  0.123
O: -2.525 -0.712 0.313  0.076
O: 1.270 1.087 0.842  -0.048
O: -0.031 -0.282 -0.394  -0.058
H: 1.095 -0.624 -2.593  0.081
H: -0.218 -1.679 -2.762  0.066
H: 0.013 -0.249 -3.662  0.031
H: 2.990 0.082 0.962  0.092
H: 1.746 -0.573 2.043  0.096
H: 2.593 0.914 2.530  0.108
H: -1.714 0.253 -1.669  0.123
H: -0.338 1.158 -1.812  0.082

Summary:
gap between HOMO and LUMO: 9.8 eV
SMILES: CCON(OC)C(=O)[N+](=O)[O-]
HOMO energy: -10.244 eV
lowest unoccupied orbital energy: -0.4 eV

=====

# 2
Here is a structure of composition C4H8N2O5S from the OMol25 dataset. Energies are from ωB97M-V/def2-TZVPD.

Last column: Löwdin charge in e.
Geometry (Å):
C: -0.650 -0.175 0.481  -0.296
C: 0.298 0.694 0.011  -0.112
C: -0.784 -0.476 1.917  0.018
C: -1.201 -0.919 -1.784  -0.001
N: 0.756 1.853 0.151  -0.280
N: -1.217 -1.079 -0.313  0.047
O: 2.924 -0.701 0.690  -0.287
O: -0.321 2.833 0.536  0.034
O: 1.846 2.267 -0.013  0.079
O: 2.697 0.166 -1.576  -0.257
O: 1.346 -1.742 -0.866  -0.336
S: 2.135 -0.551 -0.514  0.559
H: 0.246 -0.654 2.371  0.133
H: -1.581 -1.312 1.905  0.115
H: -1.145 0.339 2.565  0.099
H: -0.917 -1.812 -2.229  0.074
H: -2.104 -0.565 -2.133  0.070
H: -0.456 -0.126 -1.922  0.093
H: -1.839 -1.780 0.100  0.158
H: -0.032 3.739 0.622  0.089

Summary:
gap between HOMO and LUMO (alpha / beta): 8.7 / 8.7 eV
HOMO energy (alpha / beta): -9.671 / -9.671 eV
lowest unoccupied orbital energy (alpha / beta): -0.9 / -0.9 eV

=====

# 3
Here is a structure of composition C4H8N2OS from the OMol25 dataset. Energies are from ωB97M-V/def2-TZVPD.

Last column: Löwdin charge in e.
Geometry (Å):
C: -0.858 1.337 -0.155  -0.230
C: -1.062 -0.084 -0.213  -0.484
C: -1.636 -0.579 -1.323  0.045
C: 0.611 -1.015 1.170  -0.321
H: 0.210 2.546 0.839  0.076
H: -1.816 1.818 0.331  0.158
H: -0.563 1.651 -1.459  0.205
H: -1.837 -0.071 -2.194  0.022
H: -1.987 -1.654 -1.167  0.091
H: 1.064 -1.095 2.460  0.187
H: 2.516 -1.593 1.276  0.102
H: 1.581 0.295 -0.745  -0.043
N: -0.611 -0.660 0.966  0.094
N: 1.726 -1.527 0.516  -0.467
O: 0.294 1.612 0.686  -0.109
S: 2.367 -0.982 -0.990  0.675

Summary:
gap between HOMO and LUMO: 9.0 eV
HOMO energy: -8.476 eV
lowest unoccupied orbital energy: 0.5 eV

=====

# 4
Here is an isolated molecule of C4H8N2OS from the OMol25 dataset. Energies are from ωB97M-V/def2-TZVPD.

Last column: Löwdin charge in e.
Geometry (Å):
C: 0.732 -0.120 -0.506  -0.419
C: -0.253 1.211 1.216  -0.182
C: 1.695 -1.248 -0.664  -0.022
C: -1.740 0.880 1.125  -0.102
N: 0.688 0.517 0.693  0.082
N: 0.138 0.381 -1.598  -0.166
O: -0.941 1.772 -3.314  -0.636
S: -0.915 1.718 -1.878  0.799
H: -0.042 1.780 2.112  0.101
H: 2.057 -1.208 -1.650  0.057
H: 1.144 -2.186 -0.612  0.078
H: 2.409 -1.324 0.227  0.117
H: -2.355 1.853 1.222  0.114
H: -2.056 0.405 1.997  0.047
H: -1.946 0.199 0.328  0.043
H: 0.218 -0.008 -2.516  0.091

Summary:
gap between HOMO and LUMO (alpha / beta): 7.1 / 6.1 eV
HOMO energy (alpha / beta): -7.064 / -6.421 eV
lowest unoccupied orbital energy (alpha / beta): 0.0 / -0.3 eV

=====

# 5
Here is an isolated molecule of C4H8N2OS from the OMol25 dataset. Energies are from ωB97M-V/def2-TZVPD.

Last column: Löwdin charge in e.
Geometry (Å):
C: -1.299 2.157 0.935  -0.104
C: -1.226 0.691 1.258  -0.612
C: 1.025 -1.337 -1.041  -0.718
C: 2.087 -1.471 -2.079  -0.067
H: -1.613 2.684 1.991  0.121
H: -2.190 2.507 0.118  0.139
H: -0.363 2.678 0.658  0.047
H: -1.721 -0.644 2.668  0.066
H: -0.215 -1.078 0.748  0.077
H: 2.842 -0.752 -1.663  0.099
H: 1.759 -1.100 -3.121  0.122
H: 2.394 -2.468 -2.011  0.061
N: -1.798 0.348 2.339  0.091
N: -0.520 -0.154 0.465  -0.324
O: 0.642 -2.285 -0.327  -0.019
S: 0.198 0.223 -0.937  1.021

Summary:
gap between HOMO and LUMO: 8.9 eV
SMILES: [H]/N=C(/C)NSC(C)=O
HOMO energy: -8.342 eV
lowest unoccupied orbital energy: 0.6 eV

=====

# 6
Here is a cluster of 2 separate species, C4H8N2S in total from the OMol25 dataset. Energies are from ωB97M-V/def2-TZVPD.

Last column: Löwdin charge in e.
Geometry (Å):
C: -0.063 0.331 0.039  -0.217
C: 1.966 -0.428 0.097  -0.840
C: 0.089 1.791 0.099  -0.107
C: -2.355 -0.505 -0.214  -0.124
N: -0.925 -0.551 -0.049  -0.022
N: 1.949 -1.707 0.082  0.021
S: 3.162 0.663 0.124  0.576
H: 0.721 1.975 0.914  0.031
H: -0.918 2.394 0.016  0.121
H: 0.766 2.017 -0.758  0.074
H: -2.691 0.504 -0.472  0.072
H: -2.810 -0.649 0.761  0.068
H: -2.795 -1.396 -0.773  0.099
H: 1.041 -2.173 -0.046  0.096
H: 2.866 -2.265 0.180  0.151

Summary:
gap between HOMO and LUMO: 8.1 eV
HOMO energy: -7.364 eV
lowest unoccupied orbital energy: 0.8 eV

=====

# 7
Here is a structure of composition C4H8N2S from the OMol25 dataset. Energies are from ωB97M-V/def2-TZVPD.

Last column: Löwdin charge in e.
Geometry (Å):
C: 1.850 -0.345 -0.315  -0.313
C: -1.655 0.268 -0.298  -0.576
C: -1.503 -1.262 -0.547  -0.164
C: -1.922 -0.805 0.822  -0.152
H: 3.358 -0.535 0.948  0.050
H: 1.472 -0.320 -1.303  0.062
H: 1.416 1.051 1.452  0.224
H: -2.563 0.615 -0.710  0.082
H: -2.197 -1.551 -1.360  0.103
H: -0.496 -1.686 -0.709  0.085
H: -2.914 -1.103 1.135  0.091
H: -1.379 -1.078 1.622  0.046
N: 3.127 -0.737 -0.083  0.045
N: 0.799 0.281 0.574  -0.428
S: -0.300 1.292 -0.155  0.846

Summary:
gap between HOMO and LUMO: 8.7 eV
HOMO energy: -8.378 eV
lowest unoccupied orbital energy: 0.3 eV

=====

# 8
Here is an isolated molecule of C4H8N2S from the OMol25 dataset. Energies are from ωB97M-V/def2-TZVPD.

Last column: Löwdin charge in e.
Geometry (Å):
C: 1.017 0.497 -1.984  -0.268
C: 1.877 0.742 -0.938  -0.461
C: -0.139 -0.194 -1.961  0.025
C: -1.702 -0.210 1.747  -0.073
N: 0.438 -0.744 0.770  -0.398
N: -0.313 -0.742 1.923  -0.223
S: 1.678 0.286 0.679  0.970
H: 1.402 0.825 -3.009  0.125
H: 2.743 1.344 -1.026  0.034
H: -0.532 -0.733 -1.172  0.005
H: -0.538 -0.352 -2.882  0.021
H: -2.104 0.170 2.743  0.108
H: -1.629 0.533 1.026  0.038
H: -2.258 -0.991 1.330  0.049
H: 0.060 -0.429 2.755  0.048

Summary:
gap between HOMO and LUMO (alpha / beta): 7.1 / 7.5 eV
HOMO energy (alpha / beta): -7.283 / -7.727 eV
lowest unoccupied orbital energy (alpha / beta): -0.2 / -0.3 eV

=====

# 9
Here is an isolated molecule of C4H8N2S from the OMol25 dataset. Energies are from ωB97M-V/def2-TZVPD.

Last column: Löwdin charge in e.
Geometry (Å):
C: 0.216 -1.426 -1.975  -0.497
C: 0.362 0.855 -1.678  -0.146
C: 1.331 1.058 -0.458  -0.060
C: -1.464 -0.877 1.638  -0.208
N: 0.182 -0.201 -2.388  -0.027
N: -0.735 -0.764 0.374  -0.519
S: -0.456 -1.985 -0.515  0.970
H: 0.281 -2.224 -2.676  0.042
H: -0.081 1.730 -2.096  0.089
H: 1.157 0.274 0.196  -0.005
H: 1.012 1.946 0.082  0.067
H: 2.427 1.056 -0.772  0.103
H: -1.288 0.111 2.025  0.066
H: -2.501 -0.791 1.327  0.056
H: -1.481 -1.814 2.197  0.069

Summary:
gap between HOMO and LUMO (alpha / beta): 7.2 / 7.3 eV
HOMO energy (alpha / beta): -7.203 / -7.237 eV
lowest unoccupied orbital energy (alpha / beta): 0.0 / 0.0 eV

=====

# 10
Here is an isolated molecule of C4H8N2S from the OMol25 dataset. Energies are from ωB97M-V/def2-TZVPD.

Last column: Löwdin charge in e.
Geometry (Å):
C: 0.316 -1.791 -0.007  -0.102
C: 0.343 0.676 0.355  -0.356
C: -0.820 0.997 -0.311  -0.180
C: -1.426 0.379 -1.389  -0.791
H: 0.560 -2.077 -1.035  0.086
H: -0.728 -1.877 0.137  0.080
H: 0.799 -2.577 0.610  0.096
H: 1.881 -0.593 0.585  0.131
H: 1.357 1.172 2.120  0.102
H: 0.705 2.478 1.280  0.091
H: -1.321 1.859 0.105  0.093
H: -0.932 -0.496 -1.830  0.038
N: 0.906 -0.557 0.367  -0.017
N: 1.077 1.539 1.206  0.110
S: -2.716 0.868 -2.194  0.618

Summary:
gap between HOMO and LUMO: 8.1 eV
SMILES: CN/C(N)=C\C=S
HOMO energy: -7.710 eV
lowest unoccupied orbital energy: 0.4 eV

=====

Values for energy relative to the best compared isomer or geometry (same formula, charge and spin), kcal/mol, ordered as above
182.3, 113.2, 126.6, 73.3, 42.4, 77.8, 109.5, 120.5, 98.3, 34.8
Values for maximum force, eV/A, ordered as above
4.671, 4.167, 5.549, 3.627, 4.264, 4.305, 6.533, 2.952, 3.540, 2.437
Values for total energy, Eh, ordered as above
-642.65706, -1040.89475, -739.96034, -740.04527, -740.09445, -664.80879, -664.75822, -664.74067, -664.77612, -664.87739